C4H13NO2 | the ωB97M-V functional and the def2-TZVPD basis

Output
LUMO energy: 0.82 eV
Gap between HOMO and LUMO: 9.3 eV
Energy relative to the best compared isomer or geometry (same formula, charge and spin): 121.40 kJ/mol

Structure (ORCA input):
```
! wB97M-V def2-TZVPD RIJCOSX def2/J DEFGRID3
* xyz 0 1
C 1.362 -0.313 0.924
C -0.044 0.354 0.961
N -0.384 1.083 -0.248
C -0.891 0.349 -1.392
C 0.133 0.103 -2.510
O -0.150 0.893 -3.681
H 1.249 -1.398 0.901
H 1.871 -0.004 0.012
H 1.947 0.014 1.780
H -0.801 -0.387 1.251
H -0.035 1.124 1.734
H -0.781 1.983 -0.041
H -1.260 -0.614 -1.032
H -1.702 0.927 -1.826
H -0.023 -0.899 -2.881
H 1.188 0.204 -2.238
H 0.278 1.752 -3.628
H -0.360 -2.773 4.377
H 0.663 -1.892 5.100
O -0.266 -1.941 4.851
*
```

Results of the Löwdin charge analysis, in e, for atoms 1 through 8:
1. C -0.083
2. C -0.281
3. N -0.105
4. C -0.198
5. C -0.232
6. O -0.090
7. H 0.061
8. H 0.053

---

C4H7NO | the ωB97M-V functional and the def2-TZVPD basis

Output
LUMO energy (spin up / spin down): -0.73 / -0.73 eV
Gap between HOMO and LUMO (spin up / spin down): 8.2 / 8.2 eV
Energy relative to the best compared isomer or geometry (same formula, charge and spin): 711.49 kJ/mol

Structure (ORCA input):
```
! wB97M-V def2-TZVPD RIJCOSX def2/J DEFGRID3
* xyz 0 1
C 1.344 -0.553 -0.169
O 1.557 -0.322 1.141
C 0.154 0.389 -0.736
C 0.043 1.264 -1.585
H 0.619 0.156 1.569
H 0.936 -1.558 -0.379
H 2.223 -0.336 -0.781
H -0.124 2.056 -2.269
C -1.325 0.168 0.425
N -1.824 -0.991 0.400
H -1.169 -1.749 0.583
H -1.972 1.024 0.269
H -0.463 0.453 1.532
*
```

Results of the Löwdin charge analysis, in e, for atoms 1 through 8:
1. C -0.279
2. O -0.129
3. C -0.207
4. C 0.181
5. H 0.102
6. H 0.109
7. H 0.119
8. H 0.048

---

CH3FS | the ωB97M-V functional and the def2-TZVPD basis

Output
LUMO energy: -0.62 eV
Gap between HOMO and LUMO: 8.7 eV
Energy relative to the best compared isomer or geometry (same formula, charge and spin): 90.52 kJ/mol

Structure (ORCA input):
```
! wB97M-V def2-TZVPD RIJCOSX def2/J DEFGRID3
* xyz 0 1
C -0.492 0.195 0.355
H 0.708 -0.341 -0.810
H -0.991 -0.774 0.422
H 0.327 0.355 1.059
F 1.384 -0.747 -0.317
S -0.934 1.312 -0.709
*
```

Löwdin analysis output, partial charges in e:
1. C -0.620
2. H -0.013
3. H 0.036
4. H 0.034
5. F -0.095
6. S 0.657

---

C9H9NO | the ωB97M-V functional and the def2-TZVPD basis

Output
LUMO energy: 0.73 eV
Gap between HOMO and LUMO: 9.6 eV
Energy relative to the best compared isomer or geometry (same formula, charge and spin): 495.43 kJ/mol

Structure (ORCA input):
```
! wB97M-V def2-TZVPD RIJCOSX def2/J DEFGRID3
* xyz 0 1
C -1.528 0.738 1.823
C -0.899 2.325 -0.078
C 0.333 1.612 -0.271
C 0.400 0.162 -0.161
C 0.354 -0.429 -1.474
C 0.483 -1.793 -1.637
C 0.651 -2.523 -0.416
C 0.489 -1.938 0.977
C 0.599 -0.521 0.936
H -0.488 3.395 0.226
H -1.553 2.279 -1.122
H 1.165 1.797 0.464
H 0.635 1.857 -1.245
H 0.240 0.062 -2.377
H 0.572 -2.335 -2.607
H 0.624 -3.567 -0.530
H 0.715 -2.535 1.845
H 0.260 -0.103 2.006
N -1.671 1.735 0.975
O -1.382 -0.220 2.663
*
```

Results of the Löwdin charge analysis, in e, for atoms 1 through 8:
1. C -0.142
2. C -0.243
3. C -0.244
4. C -0.293
5. C -0.032
6. C -0.080
7. C -0.044
8. C 0.002

---

C4H5NOS | the ωB97M-V functional and the def2-TZVPD basis

Output
LUMO energy (spin up / spin down): -0.14 / -0.14 eV
Gap between HOMO and LUMO (spin up / spin down): 7.6 / 7.6 eV
Energy relative to the best compared isomer or geometry (same formula, charge and spin): 312.24 kJ/mol

Structure (ORCA input):
```
! wB97M-V def2-TZVPD RIJCOSX def2/J DEFGRID3
* xyz 0 1
C -2.097 1.350 -0.631
C -0.770 0.787 0.891
C -0.327 -0.034 -0.103
C 1.158 -0.371 -0.102
N -2.216 1.174 0.605
O -2.261 1.537 -1.762
S -0.136 1.679 2.106
H -0.919 -0.469 -0.991
H 1.879 0.536 -0.325
H 1.425 -1.223 -0.720
H 1.450 -0.670 0.915
H -2.969 1.346 1.262
*
```

Results of the Löwdin charge analysis, in e, for atoms 1 through 8:
1. C -0.269
2. C -0.901
3. C -0.191
4. C -0.124
5. N 0.114
6. O 0.244
7. S 0.579
8. H 0.141

---

C6H11NO | the ωB97M-V functional and the def2-TZVPD basis

Output
LUMO energy: 0.95 eV
Gap between HOMO and LUMO: 9.3 eV
Energy relative to the best compared isomer or geometry (same formula, charge and spin): 572.17 kJ/mol

Structure (ORCA input):
```
! wB97M-V def2-TZVPD RIJCOSX def2/J DEFGRID3
* xyz 0 1
C -0.225 0.885 1.295
C -0.678 -0.140 0.231
C -0.869 0.519 -1.243
C 0.663 0.419 -1.673
C 0.354 -1.112 -0.312
C -0.668 -1.537 0.716
H 1.386 -0.354 1.486
H 1.741 1.144 1.810
H -0.026 1.905 0.963
H -0.990 0.904 1.961
H -1.501 -0.097 -1.813
H -1.237 1.502 -1.115
H 0.635 -0.053 -2.581
H 1.055 1.400 -1.833
H -0.049 -1.618 -1.226
H -1.349 -2.145 0.201
H -0.648 -1.793 1.763
N 1.005 0.454 2.006
O 1.402 -0.283 -0.636
*
```

Results of the Löwdin charge analysis, in e, for atoms 1 through 8:
1. C -0.187
2. C -0.302
3. C -0.034
4. C -0.135
5. C -0.321
6. C 0.002
7. H 0.055
8. H 0.070

---

- Look up the energy relative to the best compared isomer or geometry (same formula, charge and spin) of the fifth one.
  312.24 kJ/mol